Entry 1:
Here is a 10-piece molecular cluster, C55H70FNO19S2 overall in a non-equilibrium geometry from the Open Molecules 2025 dataset. Energies are from ωB97M-V/def2-TZVPD.

Geometry (Å):
C1 1.89876 1.82651 1.91909
C2 2.06487 1.49121 0.76874
C3 1.79507 0.84379 -0.54301
C4 2.11928 -0.53791 -0.67375
C5 1.86219 -1.20950 -1.89211
C6 1.27944 -0.49215 -2.97111
C7 0.96813 0.86794 -2.82038
C8 1.22438 1.58109 -1.61267
N1 0.91804 2.95958 -1.49399
C9 -0.41241 3.28209 -1.88471
C10 -1.23501 4.05898 -1.03471
C11 -2.54648 4.39285 -1.44845
C12 -3.47493 5.27652 -0.56851
C13 -2.84617 6.68429 -0.44250
O1 -1.70252 6.91443 -0.23755
F1 -3.70553 7.74644 -0.62784
C14 -3.06783 3.94427 -2.68646
C15 -2.25178 3.16470 -3.55329
C16 -2.72165 2.64906 -4.92938
S1 -3.32151 0.91292 -4.79056
C17 -4.34403 0.78593 -3.28787
C18 -3.56373 0.13609 -2.07983
C19 -0.93699 2.85024 -3.14205
S2 0.20071 1.84981 -4.13067
H1 1.76545 2.05378 2.97090
H2 2.56059 -1.04876 0.19096
H3 2.12090 -2.27631 -1.98341
H4 1.08750 -1.03576 -3.91012
H5 1.15935 3.32868 -0.57851
H6 -0.82504 4.41264 -0.07878
H7 -3.68836 4.81279 0.41177
H8 -4.44428 5.34615 -1.10684
H9 -4.09939 4.21424 -2.96574
H10 -3.49753 3.33372 -5.33266
H11 -1.83371 2.66026 -5.59335
H12 -5.24729 0.15918 -3.44527
H13 -4.68020 1.78887 -2.94602
H14 -2.50643 0.48111 -2.10321
H15 -4.00960 0.43585 -1.10506
H16 -3.59463 -0.97261 -2.12642
O2 4.18816 -0.15047 1.95600
C20 5.16049 0.44202 1.57043
C21 6.48601 -0.17702 1.17982
C22 7.41247 1.02953 1.17102
C23 6.46980 2.15691 0.81422
O3 5.19753 1.77870 1.38572
H17 6.38950 -0.62542 0.18864
H18 6.79735 -0.92311 1.90777
H19 8.24931 0.93641 0.48279
H20 7.81679 1.18759 2.17282
H21 6.34747 2.26841 -0.26558
H22 6.79127 3.10888 1.23247
O4 1.23334 -3.20740 1.22386
C24 0.67314 -2.68550 2.14501
C25 0.92814 -1.29840 2.68421
C26 0.23765 -1.34971 4.04048
C27 -0.87116 -2.35665 3.79968
O5 -0.34027 -3.27820 2.83198
H23 0.46540 -0.56870 2.01733
H24 1.99469 -1.10539 2.78047
H25 -0.12781 -0.38332 4.38643
H26 0.93251 -1.73420 4.79090
H27 -1.76879 -1.89361 3.38255
H28 -1.14138 -2.89596 4.70627
O6 -3.89202 -7.89493 2.05966
C28 -2.91175 -7.32703 1.66780
C29 -1.60051 -7.97167 1.27422
C30 -0.65051 -6.78213 1.25543
C31 -1.57705 -5.63815 0.89781
O7 -2.84955 -5.98673 1.47670
H29 -1.70990 -8.42222 0.28598
H30 -1.30001 -8.71983 2.00392
H31 0.18229 -6.89318 0.56282
H32 -0.23751 -6.62598 2.25460
H33 -1.70370 -5.52857 -0.18243
H34 -1.23603 -4.69255 1.30984
O8 8.31002 3.58554 2.57716
C32 8.79277 3.61383 3.67640
C33 8.02250 3.58001 4.97788
C34 9.07249 4.03357 5.98146
C35 10.35869 3.55663 5.33533
O9 10.12183 3.63831 3.91949
H35 7.69005 2.55722 5.16676
H36 7.17325 4.25885 4.94719
H37 8.92288 3.63930 6.98580
H38 9.07197 5.12411 6.04522
H39 10.59281 2.51964 5.58903
H40 11.20841 4.18359 5.59889
O10 -7.07328 -1.93958 3.00914
C36 -6.98274 -3.03680 2.53735
C37 -6.36668 -4.24869 3.20155
C38 -6.17658 -5.19648 2.02723
C39 -7.29806 -4.78218 1.09370
O11 -7.47115 -3.37108 1.31706
H41 -7.06911 -4.64524 3.93732
H42 -5.42085 -3.99506 3.67460
H43 -6.21036 -6.24967 2.30225
H44 -5.21246 -5.00528 1.55422
H45 -8.23948 -5.28791 1.32268
H46 -7.05086 -4.95795 0.05141
O12 -9.09772 -4.19449 -2.57859
C40 -9.54664 -5.19954 -2.10532
C41 -10.81557 -5.90474 -2.52781
C42 -11.06690 -6.83885 -1.35321
C43 -9.66136 -7.09893 -0.84269
O13 -8.93249 -5.88985 -1.11463
H47 -10.62544 -6.45235 -3.45273
H48 -11.62935 -5.19640 -2.66385
H49 -11.60330 -7.74866 -1.61936
H50 -11.64794 -6.31775 -0.58920
H51 -9.17313 -7.92400 -1.36671
H52 -9.64465 -7.30229 0.22708
O14 8.16717 3.15231 -2.09617
C44 8.77722 2.22324 -2.53521
C45 9.36740 2.11314 -3.92331
C46 9.65127 0.62212 -4.03410
C47 9.90508 0.23421 -2.58897
O15 9.07336 1.11045 -1.81068
H53 10.28170 2.70743 -3.96739
H54 8.65784 2.44761 -4.67598
H55 10.48102 0.37907 -4.69668
H56 8.76280 0.10670 -4.40549
H57 10.94561 0.38930 -2.29313
H58 9.63209 -0.80057 -2.38791
O16 8.40130 8.70266 5.60445
C48 7.84267 8.20410 4.67125
C49 6.37447 8.34167 4.32727
C50 6.17247 7.21239 3.32680
C51 7.54565 7.09455 2.69366
O17 8.47387 7.45165 3.73343
H59 6.20618 9.32158 3.87736
H60 5.75381 8.21572 5.21116
H61 5.38028 7.39984 2.60338
H62 5.92901 6.28968 3.85965
H63 7.67690 7.78459 1.85674
H64 7.75207 6.08167 2.35187
O18 -7.99813 0.66133 -6.26399
C52 -8.47338 -0.34379 -5.82097
C53 -9.74921 -1.01203 -6.28972
C54 -10.05026 -1.96926 -5.14485
C55 -8.66546 -2.27581 -4.60780
O19 -7.90098 -1.07414 -4.83271
H65 -9.54934 -1.54153 -7.22301
H66 -10.54326 -0.28187 -6.42731
H67 -10.60070 -2.85965 -5.44754
H68 -10.63809 -1.45411 -4.38134
H69 -8.18526 -3.09969 -5.14262
H70 -8.68169 -2.50677 -3.54848

Cartesian forces (eV/Å) of the 2 atoms listed first:
C 0.083 0.148 -0.113
C -1.604 -0.521 -0.425

Results
SMILES	C#Cc1cccc2c1Nc1cc(CC(=O)F)cc(CSCC)c1S2.O=C1CCCO1.O=C1CCCO1.O=C1CCCO1.O=C1CCCO1.O=C1CCCO1.O=C1CCCO1.O=C1CCCO1.O=C1CCCO1.O=C1CCCO1
energy relative to the best compared isomer or geometry (same formula, charge and spin)	0.0	kcal/mol
M	1132.29	g mol⁻¹
total energy	-122951.7301	eV
HOMO-LUMO gap	8.03	eV


Entry 2:
Here is C5H10CuOS as an isolated structure in a non-equilibrium geometry from the Open Molecules 2025 dataset. Energies are from ωB97M-V/def2-TZVPD.

Geometry (Å):
Cu1 2.55638 4.38969 6.83751
O1 3.02882 1.95549 8.81963
S1 3.01737 3.39720 8.84978
C1 2.61496 4.01426 10.48165
C2 3.89690 4.07488 11.15819
C3 4.92496 4.75161 10.19385
C4 4.79835 4.02032 8.89109
H1 1.86902 3.29461 10.79556
H2 2.13824 4.97340 10.21941
H3 4.18775 3.06520 11.40369
H4 3.79780 4.63653 12.09886
H5 5.94404 4.68792 10.59506
H6 4.60712 5.78957 10.08888
H7 5.32790 3.08294 8.93774
H8 5.06306 4.58804 8.00518
C5 3.34012 4.36880 5.11517
H9 2.99767 3.68217 4.34122
H10 4.20090 4.97080 4.76236

Cartesian forces (eV/Å) of the 2 atoms listed first:
Cu 0.418 -0.188 -0.327
O 0.121 -2.538 0.833

Results
M	181.75	g mol⁻¹
total energy	-62865.3511	eV
net charge	-1
HOMO-LUMO gap (spin up / spin down)	4.58 / 3.10	eV


Entry 3:
Here is one molecule with the formula H2O4S3 in a non-equilibrium geometry from the Open Molecules 2025 dataset. Energies are from ωB97M-V/def2-TZVPD.

Geometry (Å):
O1 0.20923 -1.22287 -0.35689
O2 -0.69935 -0.60745 1.97164
O3 2.32904 -0.84807 -1.68743
O4 1.41668 0.38122 1.36007
S1 0.93680 -0.64043 -1.76229
S2 0.80602 1.89981 1.21925
S3 0.50688 -1.02097 1.31646
H1 0.52339 -1.82692 -2.30408
H2 0.04695 1.97332 2.51609

Cartesian forces (eV/Å) of the 2 atoms listed first:
O -0.342 0.302 1.350
O -0.487 -0.602 -0.439

Results
energy relative to the best compared isomer or geometry (same formula, charge and spin)	25.8	kcal/mol
M	162.21	g mol⁻¹
total energy	-40724.5720	eV
HOMO-LUMO gap	9.62	eV